Below is a cluster of 2 separate species, C3H10N4O in total in a non-equilibrium geometry, with properties calculated with wB97M-V/def2-TZVPD.

Energy above the lowest of the compared OMol25 structures with the same formula, charge and spin (kJ/mol): 185.3
Total energy (eV): -11280.28015
HOMO-LUMO gap (eV): 9.3
F_max (eV/Å): 1.8

CARTESIAN COORDINATES (ANGSTROEM)
N 1.8688 -0.0535 -0.5086
C 0.8432 -0.9486 -0.8081
N 0.5373 -1.8026 0.2313
O 0.4202 -1.0988 -1.9368
H 2.4506 -0.2452 0.2894
H 2.3446 0.3313 -1.3046
H 0.6490 -1.4563 1.1710
H -0.3076 -2.3339 0.0898
C 0.4749 1.5704 1.4853
N -0.5833 0.9505 1.1662
N -0.8632 0.7102 -0.1418
C -2.0756 0.0073 -0.4636
H 1.2066 1.8881 0.6714
H 0.6740 1.6765 2.5371
H -0.4909 1.3350 -0.8539
H -1.8901 -0.6644 -1.3066
H -2.8844 0.7007 -0.7282
H -2.3740 -0.5665 0.4109

***

Below is a structure of composition CH4N2Si in a non-equilibrium geometry, with properties calculated with wB97M-V/def2-TZVPD.

Energy above the lowest of the compared OMol25 structures with the same formula, charge and spin (kJ/mol): 412.2
Total energy (eV): -11955.07482
HOMO-LUMO gap (eV): 8.1
F_max (eV/Å): 3.3

CARTESIAN COORDINATES (ANGSTROEM)
C 0.2309 -0.7500 -0.0539
N 0.4249 -0.2952 -1.3741
N -0.5693 -1.3614 -1.1259
Si -1.2938 0.1523 -1.6086
H 1.1382 -1.2828 0.2097
H -0.2485 -0.3110 0.7668
H 0.5001 1.8922 1.4421
H -0.1824 1.9558 1.7438

***

Below is a structure of composition C28H38F22N2O26S5Zr in a non-equilibrium geometry, with properties calculated with wB97M-V/def2-TZVPD.

Total energy (eV): -201080.48893
HOMO-LUMO gap (eV): 2.6
F_max (eV/Å): 9.3

CARTESIAN COORDINATES (ANGSTROEM)
Zr 22.3823 -6.4268 -0.3056
N 19.4546 -8.6912 -2.3621
S 17.9365 -9.3486 -2.1172
O 17.6817 -10.7526 -2.0912
O 16.8007 -8.4883 -2.4496
F 18.0091 -9.0959 -0.5412
S 19.2400 -9.3480 -4.0276
O 18.3055 -8.6644 -4.8973
O 19.4430 -10.7713 -4.2546
F 20.6384 -8.7032 -4.5280
N 22.5960 -3.5197 -3.3780
S 21.4767 -2.5221 -4.3290
O 21.3967 -2.7072 -5.7788
O 21.2038 -1.2453 -3.7224
F 20.2029 -3.4144 -3.9013
S 23.6506 -2.6187 -4.1278
O 23.8392 -1.2501 -3.6472
O 24.0564 -2.9194 -5.4950
F 24.8472 -3.3823 -3.3224
O 22.4736 -7.0019 3.5955
C 23.1149 -6.3678 4.6791
C 24.2221 -5.2281 4.2171
O 24.4201 -5.1074 2.8164
H 22.2441 -5.9777 5.2059
H 23.5797 -7.0231 5.4158
H 25.1774 -5.6767 4.4895
H 24.2334 -4.2860 4.7652
C 21.4524 -14.8827 4.9860
C 21.3571 -14.1846 3.6655
O 21.5869 -15.0935 2.5754
C 21.7608 -14.6915 1.2793
O 21.6952 -13.5123 1.0563
C 22.0653 -15.7469 0.2312
F 23.2206 -15.4652 -0.3890
F 22.1002 -16.9619 0.7794
F 21.1026 -15.7311 -0.6351
H 21.0645 -15.8987 5.0602
H 20.9679 -14.3793 5.8226
H 22.5104 -14.9905 5.2248
H 22.1817 -13.4718 3.6636
H 20.3595 -13.7799 3.4950
C 15.1862 -17.1129 1.8788
C 14.6249 -16.9648 0.4757
O 14.2040 -18.2199 -0.0529
C 14.9918 -19.2986 -0.1886
O 16.1663 -19.3290 0.1298
C 14.2782 -20.5896 -0.6920
F 14.1792 -21.4554 0.3862
F 13.1025 -20.3657 -1.1588
F 15.0186 -21.1415 -1.6464
H 16.1710 -17.5653 1.9949
H 14.5193 -17.3232 2.7149
H 15.3984 -16.1046 2.2345
H 15.5129 -16.6170 -0.0521
H 13.9704 -16.1231 0.2493
C 29.8549 -10.5202 1.4270
C 28.4545 -10.3281 0.8088
O 28.4939 -10.3480 -0.6386
C 27.5962 -9.7522 -1.4712
O 26.4977 -9.2226 -1.1823
C 28.2250 -9.6480 -2.9425
F 29.4796 -10.1341 -3.0515
F 27.4228 -10.3512 -3.6381
F 28.2021 -8.4092 -3.3933
H 30.2842 -11.4657 1.0956
H 29.7380 -10.6100 2.5069
H 30.5560 -9.7489 1.1081
H 28.0188 -9.3596 1.0540
H 27.7803 -11.0780 1.2225
C 20.1890 1.7901 2.2240
C 20.3888 0.2906 2.0780
O 19.0605 -0.2216 2.1698
C 18.7173 -1.4397 1.7652
O 19.5195 -2.3067 1.4182
C 17.2007 -1.6920 1.8115
F 16.9972 -2.8756 2.3725
F 16.6367 -0.6943 2.3725
F 16.8333 -1.7745 0.5024
H 19.4051 2.1701 1.5689
H 21.1329 2.2882 2.0024
H 19.8619 2.1793 3.1882
H 20.9494 -0.1918 2.8787
H 20.8073 0.0221 1.1080
C 15.9931 -12.6915 -11.9137
C 17.4050 -12.2507 -11.5630
O 18.3269 -13.2478 -11.0989
C 19.5763 -12.9324 -10.7401
O 20.0132 -11.7738 -10.5966
C 20.5604 -14.1333 -10.4818
F 19.8843 -15.2542 -10.4839
F 21.4792 -14.2213 -11.4301
F 21.0906 -13.9124 -9.2237
H 15.8663 -13.7606 -12.0841
H 15.6475 -12.2641 -12.8550
H 15.3404 -12.2191 -11.1796
H 17.4232 -11.3809 -10.9063
H 17.8031 -12.0315 -12.5538
C 16.0994 -17.0332 -5.7332
C 15.5205 -15.7120 -6.1310
O 14.4631 -15.4358 -5.2457
C 13.9055 -14.2085 -5.3586
O 14.3411 -13.2396 -5.9636
C 12.5357 -14.1103 -4.5758
F 12.3287 -15.2024 -3.9250
F 12.7476 -13.0440 -3.7656
F 11.4795 -13.9537 -5.3991
H 17.0013 -17.2918 -6.2880
H 15.4350 -17.8967 -5.7002
H 16.5150 -16.9944 -4.7263
H 15.1065 -15.7431 -7.1389
H 16.2025 -14.8739 -5.9881
C 13.9016 -3.9128 -8.1740
C 12.8380 -5.0007 -8.2983
O 12.0032 -4.2925 -9.1695
S 12.6561 -3.2088 -10.2095
O 12.1143 -1.8773 -9.9200
O 12.6542 -3.7587 -11.5696
O 14.1500 -3.4202 -9.4803
H 14.8601 -4.1430 -7.7089
H 13.3900 -3.1390 -7.6017
H 12.3393 -5.3843 -7.4082
H 13.1731 -5.8199 -8.9344

***

Below is an isolated molecule of C5H11N, with properties calculated with wB97M-V/def2-TZVPD.

Energy above the lowest of the compared OMol25 structures with the same formula, charge and spin (kJ/mol): 129.1
Total energy (eV): -6852.19013
HOMO-LUMO gap (eV): 10.3
F_max (eV/Å): 0.5

CARTESIAN COORDINATES (ANGSTROEM)
C 2.3335 0.0889 0.1222
C 1.1642 -0.7651 -0.3328
C -0.1503 -0.5319 0.4125
C -0.4711 0.6631 1.2603
N -0.9684 0.5468 -0.0865
C -2.3838 0.3135 -0.2224
H 2.0577 1.1326 0.3111
H 2.7394 -0.3101 1.0580
H 3.1341 0.0971 -0.6224
H 0.9364 -0.6130 -1.3956
H 1.4543 -1.8194 -0.2348
H -0.6890 -1.4372 0.7150
H 0.2388 1.4658 1.4447
H -1.2012 0.4981 2.0571
H -2.5889 -0.2099 -1.1615
H -2.8892 1.2834 -0.2388
H -2.7900 -0.2839 0.6133

***

Below is an isolated molecule of C3H2ClFN2 in a non-equilibrium geometry, with properties calculated with wB97M-V/def2-TZVPD.

Energy above the lowest of the compared OMol25 structures with the same formula, charge and spin (kJ/mol): 372.4
Total energy (eV): -21358.85060
HOMO-LUMO gap (eV): 7.9
F_max (eV/Å): 2.8

CARTESIAN COORDINATES (ANGSTROEM)
C 0.1257 -0.9286 -0.0317
C 2.1360 0.3404 0.4646
C -1.0271 1.1280 -0.0352
N 1.2558 -0.3505 -0.0389
N -1.0535 -0.1916 -0.0146
F 3.0433 0.9693 -0.2462
Cl -2.6176 1.7719 -0.0202
H 0.0532 -2.0019 -0.0999
H -1.9157 -0.7370 0.0220

***

Below is an isolated molecule of CHN3O3 in a non-equilibrium geometry, with properties calculated with wB97M-V/def2-TZVPD.

Energy above the lowest of the compared OMol25 structures with the same formula, charge and spin (kJ/mol): 232.6
Total energy (eV): -11659.42344
HOMO-LUMO gap (eV): 9.9
F_max (eV/Å): 5.7

CARTESIAN COORDINATES (ANGSTROEM)
O -1.6384 0.2348 -0.8949
C -0.9573 0.0964 0.0876
N -0.9553 -0.3241 1.4869
N 0.2345 -0.2879 1.8914
O 1.1670 0.0229 0.9735
N 0.4093 0.5626 -0.2084
O 0.7069 -0.4913 -1.2488
H 1.0333 0.1865 -2.0873